Record 1
5 unconnected molecules or ions with the total composition C5H15N5O10. Source: OMol25; level of theory: the ωB97M-V functional and the def2-TZVPD basis.

Properties
LUMO energy (spin up / spin down): 1.9 / 1.9 eV
multiplicity: 2
energy: -1225.21007 Eh
energy above the lowest of the compared OMol25 structures with the same formula, charge and spin: 1.0 kcal per mole
frontier orbital gap (spin up / spin down): 3.10 / 6.75 eV
expectation value of S²: 0.753
HOMO level (spin up / spin down): -1.1990 / -4.8449 eV
total charge: -1

XYZ file:
```
35
Properties=species:S:1:pos:R:3:forces:R:3:nbo_charge:R:1
C 5.095400 2.673104 -0.109138 0.23 1.15 0.10 -0.49
N 5.745071 1.534882 -0.740164 0.11 -3.34 -0.77 0.51
O 5.979205 1.567254 -1.954142 -0.06 0.49 1.50 -0.39
O 5.911492 0.504860 -0.056383 0.05 2.09 -0.85 -0.37
H 5.859023 3.259311 0.402084 0.13 -0.21 0.12 0.23
H 4.360374 2.319757 0.614043 -0.02 0.00 -0.39 0.27
H 4.740110 3.301222 -0.926046 -0.39 -0.20 0.27 0.23
C -2.073176 -2.455530 -2.945240 0.30 1.41 0.85 -0.48
N -2.202224 -1.906471 -1.568601 2.54 -4.32 -4.11 0.35
O -2.496160 -2.795542 -0.777143 -1.32 -3.36 3.80 -0.68
O -2.308484 -0.739359 -1.297670 -0.47 6.59 0.78 -0.70
H -1.680273 -3.469089 -2.865068 -0.44 0.09 0.01 0.21
H -1.347062 -1.853542 -3.491558 -0.24 0.20 -0.29 0.18
H -3.082498 -2.374362 -3.348725 -0.06 -0.35 -0.67 0.17
C -2.563381 1.934403 -0.111282 0.59 0.64 -0.34 -0.48
N -3.232859 3.260994 -0.051917 -3.34 -0.05 0.55 0.52
O -2.797939 4.192594 0.584553 1.35 -0.02 0.01 -0.39
O -4.385874 3.302715 -0.500036 1.00 -0.27 -0.33 -0.41
H -2.916746 1.405846 -0.996632 0.32 0.05 0.11 0.28
H -2.873774 1.371247 0.768831 0.08 0.22 -0.01 0.23
H -1.507313 2.203673 -0.093455 0.02 -0.68 -0.04 0.23
C -1.891253 -1.397523 2.200450 -0.48 1.16 -0.13 -0.50
N -1.730915 -2.840808 2.194549 -1.27 -1.20 -0.33 0.54
O -0.585388 -3.253508 2.150679 -0.11 -0.27 0.12 -0.41
O -2.751931 -3.530020 2.192596 1.56 0.69 0.27 -0.36
H -1.689706 -1.043816 1.189324 -0.06 -0.17 -0.19 0.28
H -1.183962 -0.953177 2.900730 -0.10 -0.17 0.00 0.21
H -2.928961 -1.146406 2.419994 0.20 -0.16 0.12 0.23
C 1.196816 -1.048363 0.558058 1.69 -0.26 -0.08 -0.49
N 1.869280 0.309129 0.561510 -1.54 -1.59 1.31 0.56
O 1.146710 1.216464 0.406857 -3.09 3.19 -1.42 -0.38
O 2.982149 0.486267 0.934549 3.18 -1.23 0.40 -0.42
H 0.177057 -0.993331 0.177047 0.35 0.16 -0.13 0.27
H 1.271636 -1.384821 1.592127 -0.27 0.02 -0.09 0.24
H 1.895553 -1.658056 -0.014777 -0.46 -0.30 -0.14 0.23
```
Forces are in eV/Å.

Record 2
2 unconnected molecules or ions with the total composition C5H15NO. Source: OMol25; level of theory: the ωB97M-V functional and the def2-TZVPD basis.

Properties
LUMO energy: 1.0 eV
SMILES: CCCCNC.O
energy: -329.46759 Eh
energy above the lowest of the compared OMol25 structures with the same formula, charge and spin: 25.1 kcal per mole
frontier orbital gap: 9.72 eV
HOMO level: -8.7399 eV

XYZ file:
```
22
Properties=species:S:1:pos:R:3:forces:R:3:nbo_charge:R:1
C -0.405973 2.636271 -1.618991 -0.06 0.38 -0.15 -0.61
C -0.756478 1.215806 -2.076008 0.50 0.31 1.33 -0.39
C -1.082093 0.324329 -0.844050 -0.02 0.19 -1.75 -0.43
C 0.165368 -0.204946 -0.144026 -0.67 -0.27 1.73 -0.23
N 0.043007 -0.303312 1.331286 0.19 -0.01 0.05 -0.64
C -1.239735 -0.723177 1.887065 0.94 -0.45 0.39 -0.42
H 0.600085 2.666583 -1.194526 -0.08 -0.04 0.13 0.20
H -1.101821 3.005025 -0.864974 -0.06 -0.08 0.11 0.20
H -0.415568 3.392469 -2.409719 0.02 -0.27 -0.17 0.21
H -1.599647 1.191186 -2.765320 0.23 0.06 -0.18 0.20
H 0.167520 0.813804 -2.493929 -0.33 -0.21 -0.68 0.20
H -1.799053 0.854925 -0.217591 0.27 0.02 0.30 0.20
H -1.627851 -0.509469 -1.283695 -0.15 -0.31 0.35 0.20
H 0.354803 -1.232064 -0.429386 0.10 -0.17 -0.65 0.19
H 1.081107 0.356882 -0.313426 -0.09 0.19 -0.30 0.20
H 0.274447 0.576444 1.772071 0.15 0.07 -0.14 0.35
H -1.094054 -0.789897 2.969171 -0.12 -0.32 -0.09 0.20
H -2.019433 -0.019161 1.747180 -1.02 0.80 -0.34 0.17
H -1.586900 -1.681024 1.493872 0.26 -0.05 0.02 0.19
O 2.859299 -2.455749 1.149533 -0.12 -0.25 0.02 -0.94
H 1.917731 -2.316441 1.300466 -0.09 0.38 0.05 0.48
H 2.980721 -3.385324 1.367858 0.15 0.02 -0.04 0.46
```
Forces are in eV/Å.

Record 3
2 unconnected molecules or ions with the total composition C5H15NO. Source: OMol25; level of theory: the ωB97M-V functional and the def2-TZVPD basis.

Properties
LUMO energy: 1.0 eV
SMILES: CC(C)CCN.O
energy: -329.46544 Eh
energy above the lowest of the compared OMol25 structures with the same formula, charge and spin: 26.5 kcal per mole
frontier orbital gap: 10.29 eV
HOMO level: -9.2780 eV

XYZ file:
```
22
Properties=species:S:1:pos:R:3:forces:R:3:nbo_charge:R:1
C -2.825992 0.217864 0.374944 -0.78 0.75 -0.02 -0.60
C -1.555559 -0.033335 -0.424341 0.71 -0.47 1.12 -0.23
C -0.891443 1.319103 -0.732564 -0.86 0.62 0.00 -0.62
C -0.665389 -1.001999 0.445951 0.26 1.25 -1.52 -0.40
C 0.883667 -0.840325 0.250982 -1.77 -2.26 0.67 -0.23
N 1.387465 -0.848057 -1.107458 -0.57 -0.32 -1.31 -0.81
H -3.517905 0.809400 -0.227758 -0.09 0.14 0.02 0.20
H -2.583812 0.823128 1.257755 0.03 -0.03 -0.11 0.20
H -3.428964 -0.615012 0.751152 0.55 -0.38 -0.28 0.21
H -1.794545 -0.486619 -1.389960 -0.04 -0.19 0.13 0.19
H -1.707503 2.049377 -0.843210 0.21 -0.07 -0.25 0.21
H -0.331612 1.331169 -1.666380 0.11 -0.03 0.09 0.21
H -0.278968 1.756329 0.057722 0.16 -0.43 0.13 0.21
H -0.972577 -2.019637 0.182941 0.09 0.00 0.30 0.19
H -0.876259 -0.793761 1.495776 -0.08 -0.22 0.06 0.20
H 1.164625 -1.819802 0.671109 0.81 0.58 0.22 0.19
H 1.244658 -0.068040 0.917708 0.40 0.38 -0.41 0.19
H 1.212942 -1.771813 -1.510311 0.69 -0.33 0.64 0.34
H 0.753166 -0.392466 -1.761801 0.15 1.01 0.49 0.34
O 4.750470 0.512994 1.253186 -0.35 -0.61 0.42 -0.94
H 5.537660 0.441164 0.720778 0.28 0.17 -0.27 0.47
H 4.495874 1.430329 1.283782 0.06 0.43 -0.14 0.47
```
Forces are in eV/Å.

Record 4
2 unconnected molecules or ions with the total composition C5H15NO. Source: OMol25; level of theory: the ωB97M-V functional and the def2-TZVPD basis.

Properties
LUMO energy: 0.8 eV
SMILES: CCN(C)CC.O
energy: -329.39075 Eh
energy above the lowest of the compared OMol25 structures with the same formula, charge and spin: 73.3 kcal per mole
frontier orbital gap: 9.31 eV
HOMO level: -8.5381 eV

XYZ file:
```
22
Properties=species:S:1:pos:R:3:forces:R:3:nbo_charge:R:1
C 0.606678 2.292714 1.249953 -0.13 -0.15 -2.62 -0.60
C 0.347360 0.772590 1.042089 -1.19 1.04 -0.34 -0.23
N 0.407291 0.317697 -0.391234 2.33 0.45 0.92 -0.48
C 1.942608 0.228438 -0.748650 -2.48 3.19 -2.19 -0.43
C -0.515444 -0.774251 -0.707789 -4.43 4.18 -1.00 -0.19
C -0.964132 -0.881936 -2.298284 1.73 2.24 2.73 -0.63
H 0.851414 2.449785 2.235787 0.28 0.43 2.53 0.21
H 1.437731 2.724318 0.700048 0.26 -0.23 -0.32 0.20
H -0.268245 2.928898 0.972034 0.48 -0.76 0.24 0.21
H 0.926711 0.129114 1.723200 0.20 0.25 -0.21 0.17
H -0.677727 0.820010 1.473831 0.24 -1.26 -0.78 0.21
H 2.434435 1.267215 -0.552270 -1.09 -1.87 0.00 0.21
H 2.041796 0.149739 -1.875303 -0.22 -0.27 1.28 0.20
H 2.502562 -0.512893 -0.274534 0.67 -1.45 1.00 0.18
H -1.577367 -0.321805 -0.175705 2.87 -1.73 -1.20 0.19
H -0.332419 -1.717516 -0.323195 0.79 -2.09 0.90 0.14
H -1.527324 0.144935 -2.471966 1.23 -2.44 -0.20 0.22
H 0.072168 -0.931320 -2.759611 -1.70 -0.03 -0.39 0.21
H -1.573074 -1.791829 -2.380055 0.21 0.49 -0.41 0.21
O -2.341178 -2.071485 1.849926 0.96 -3.60 1.22 -0.92
H -1.481744 -2.208889 1.418619 -0.17 0.90 -0.34 0.46
H -2.312098 -3.013531 2.293108 -0.85 2.71 -0.82 0.46
```
Forces are in eV/Å.

| no. | strongest force on any atom (eV/Å) |
| --- | --- |
| 1 | 6.656 |
| 2 | 1.876 |
| 3 | 2.945 |
| 4 | 6.174 |